Entry 1:
{
  "formula": "C7H13N3O4",
  "method": "ωB97M-V/def2-TZVPD",
  "elements": ["N", "C", "O", "C", "C", "C", "N", "C", "O", "N", "C", "C", "O", "O", "H", "H", "H", "H", "H", "H", "H", "H", "H", "H", "H", "H", "H"],
  "coordinates": [[2.09121, 3.32594, 2.23870], [1.03381, 2.47372, 2.18587], [-0.07848, 2.81018, 1.78248], [1.19144, 0.93416, 2.58054], [0.93570, 0.12714, 1.36097], [-0.36646, -0.44237, 1.26964], [-0.42233, -1.72866, 2.01616], [-0.95394, -0.70186, -0.16774], [-0.99979, 0.36691, -0.75367], [-1.29970, -1.87839, -0.75121], [-1.45221, -1.99630, -2.07121], [-0.38609, -1.25408, -3.20290], [-0.09364, -1.91522, -4.23266], [0.33398, -0.18452, -2.85510], [3.09692, 3.02009, 2.36951], [1.92893, 4.22184, 1.80917], [0.43790, 0.84681, 3.33632], [2.17372, 0.66460, 3.06857], [1.59720, -0.76483, 1.21055], [1.27847, 0.68275, 0.55883], [-1.00269, 0.37654, 1.63896], [0.48851, -2.00850, 2.31446], [-0.90811, -1.66664, 2.94249], [-1.04888, -2.74301, -0.13140], [-1.61163, -3.02536, -2.44615], [-2.27138, -1.39094, -2.41585], [-0.05326, 0.29304, -2.04051]],
  "nbo_charge": [-0.83, 0.68, -0.62, -0.49, -0.42, -0.13, -0.86, 0.70, -0.67, -0.61, -0.32, 0.78, -0.60, -0.70, 0.41, 0.41, 0.23, 0.21, 0.19, 0.24, 0.25, 0.36, 0.37, 0.44, 0.25, 0.21, 0.52],
  "smiles": "NC(=O)CC[C@H](N)C(=O)NCC(=O)O",
  "spin_multiplicity": 1
}

=====

Entry 2:
{
  "formula": "C6H7NS",
  "method": "ωB97M-V/def2-TZVPD",
  "elements": ["N", "C", "C", "C", "C", "S", "C", "C", "H", "H", "H", "H", "H", "H", "H"],
  "coordinates": [[-3.24959, 0.08879, -0.39162], [-2.08682, -0.11270, -0.58729], [-0.56785, 0.06073, -0.75570], [-0.02258, 0.64108, 0.56824], [1.33648, 1.16349, 0.06528], [1.95241, -0.36460, -0.56290], [0.38421, -1.17931, -0.48209], [-0.12862, -0.90385, 1.10457], [-0.14961, 0.61608, -1.69000], [-0.65648, 1.31877, 1.01888], [1.22266, 1.76533, -1.07947], [2.08604, 1.59039, 0.84260], [0.33148, -2.00652, -1.09936], [0.61042, -1.28512, 1.85571], [-1.06214, -1.39258, 1.19317]],
  "nbo_charge": [-0.32, 0.27, -0.32, -0.22, -0.56, 0.22, -0.33, -0.39, 0.25, 0.23, 0.24, 0.26, 0.23, 0.22, 0.23],
  "smiles": "N#C[C@H]1[C@@H]2CS[C@H]1C2",
  "spin_multiplicity": 1
}

=====

Entry 3:
{
  "formula": "C2H6N2O2",
  "method": "ωB97M-V/def2-TZVPD",
  "elements": ["N", "C", "O", "H", "H", "H", "N", "C", "O", "H", "H", "H"],
  "coordinates": [[1.34598, -2.36034, 1.12682], [1.12742, -1.78343, 2.33718], [0.67050, -0.68632, 2.54641], [1.20097, -3.33413, 0.93132], [1.58934, -1.84181, 0.29956], [1.25168, -2.49539, 3.16667], [-1.20970, 1.17995, -0.94891], [-1.38175, 1.85618, -2.13737], [-0.54261, 2.09379, -2.96875], [-1.95289, 0.50628, -0.82430], [-0.26929, 0.86383, -0.76749], [-2.44888, 2.02002, -2.36357]],
  "nbo_charge": [-0.85, 0.53, -0.57, 0.40, 0.40, 0.10, -0.83, 0.53, -0.58, 0.39, 0.39, 0.10],
  "smiles": "NC=O.NC=O",
  "spin_multiplicity": 1
}

=====

Calculated Kohn-Sham gap (eV), listed in the same order as above: 9.594; 9.262; 10.687